Molecular formula: C5H8O
Method: DFT, wB97M-V/def2-TZVPD

Summary:
Maximum force in eV/A: 2.65
HOMO in eV: -8.50
ΔE to the lowest compared entry with this formula, charge and spin in eV: 3.691

```
! RIJCOSX wB97M-V def2-TZVPD def2/J DEFGRID3
* xyz 0 1
C -1.838 0.410 0.259
C -0.637 -0.474 -0.035
C 0.756 -0.576 0.811
C 1.709 -0.244 -0.362
C 0.385 0.207 -0.934
O -0.432 -0.792 -1.411
H -1.742 0.771 1.287
H -2.843 -0.023 0.153
H -1.800 1.278 -0.422
H 0.771 0.259 1.532
H 0.841 -1.544 1.258
H 2.443 0.575 -0.268
H 2.195 -1.106 -0.841
H 0.192 1.259 -1.026
*
```

Molecular formula: C5H8O
Method: DFT, wB97M-V/def2-TZVPD

Summary:
Maximum force in eV/A: 0.33
HOMO in eV: -8.51
ΔE to the lowest compared entry with this formula, charge and spin in eV: 4.663

```
! RIJCOSX wB97M-V def2-TZVPD def2/J DEFGRID3
* xyz 0 1
C 0.733 2.183 -0.664
C 1.706 1.284 -0.560
C 0.489 -1.297 -0.348
C -0.478 -1.238 0.849
C -1.577 -1.205 -0.211
O -0.529 -1.322 -1.207
H 0.289 2.430 -1.625
H 0.346 2.714 0.203
H 2.157 1.029 0.397
H 2.095 0.751 -1.422
H -0.384 -0.384 1.524
H -0.409 -2.165 1.425
H -2.267 -2.052 -0.265
H -2.118 -0.263 -0.341
*
```